This record from OMol25 describes a molecular structure, C29H29CsN. The level of theory is wB97M-V/def2-TZVPD.

The geometry in XYZ format:
```
60
Properties=species:S:1:pos:R:3
Cs -1.12460 1.25147 -0.12413
C -3.94870 3.15385 0.93933
C -4.60775 2.25787 0.10396
C -4.73633 0.92500 0.47546
C -4.20842 0.48643 1.68499
C -3.56030 1.38515 2.52663
C -3.42487 2.71623 2.15253
H -3.83191 4.18782 0.64253
H -5.01726 2.60150 -0.83760
H -5.23182 0.22256 -0.18242
H -4.28235 -0.55720 1.96289
H -3.14143 1.03784 3.46267
H -2.89908 3.41288 2.79293
C 2.59075 0.55191 -1.43710
N 2.03948 1.59485 -0.59032
C 2.63311 1.52889 0.73224
C 2.23714 2.91390 -1.20037
C 1.54525 4.03080 -0.44304
C 2.34248 4.95080 0.23732
C 1.76377 5.98313 0.96997
C 0.37916 6.06827 1.00773
C -0.38927 5.13027 0.31475
C 0.13156 4.07034 -0.45069
H 3.68251 0.66302 -1.56849
H 2.12375 0.59157 -2.42254
H 2.38226 -0.43038 -1.01200
H 3.72426 1.70386 0.70352
H 2.45816 0.54069 1.16368
H 2.18931 2.28546 1.37983
H 1.82221 2.86331 -2.20967
H 3.32221 3.11707 -1.29211
H 3.42668 4.86369 0.20217
H 2.38212 6.70005 1.49881
H -0.09762 6.86535 1.57279
H -1.47414 5.25609 0.37466
C 1.96521 -5.83998 -3.10229
C 1.97950 -4.70626 -3.90428
C 1.36283 -3.54204 -3.47305
C 0.71591 -3.45944 -2.23489
C 0.70786 -4.61417 -1.44350
C 1.32296 -5.78127 -1.87148
C 0.08865 -2.16905 -1.84239
C -0.43129 -1.77496 -0.67468
C -0.49701 -2.53448 0.54218
C -1.67372 -3.21050 0.94110
C -1.76635 -3.84792 2.16624
C -0.70612 -3.83368 3.06851
C 0.45660 -3.16003 2.70406
C 0.56218 -2.52227 1.48029
H 2.44442 -6.75415 -3.43088
H 2.47430 -4.73070 -4.86860
H 1.37824 -2.66006 -4.10536
H 0.21296 -4.59705 -0.48341
H 1.29953 -6.65823 -1.23467
H 0.10324 -1.45471 -2.67329
H -2.51122 -3.23120 0.25222
H -2.68196 -4.36915 2.42696
H -0.78427 -4.32865 4.02802
H 1.29789 -3.13648 3.38884
H 1.47936 -2.00791 1.21341
```

Its electronic energy is -1197.2847 Ha. For the energy above the lowest of the compared OMol25 structures with the same formula, charge and spin, the calculation gives 0.0 kJ/mol. The value obtained for the HOMO energy is -3.323 eV. The net charge is -1. The calculation puts the strongest force on any atom at 0.26 eV/Å. The value obtained for the orbital gap is 5.3 eV.



This record from OMol25 describes a single C4H9NO2 molecule. The level of theory is wB97M-V/def2-TZVPD.

The geometry in XYZ format:
```
16
Properties=species:S:1:pos:R:3
C -1.20611 1.14579 -0.19448
C -0.39701 0.13264 0.61013
C -0.63137 -1.29343 0.11048
O -0.00410 -2.26662 0.90283
N 1.03390 0.53659 0.66817
C 1.69522 0.73184 -0.57110
O 1.93881 -0.47562 0.07146
H -0.93996 2.17176 0.08001
H -2.27487 1.00362 -0.00529
H -1.04082 1.02629 -1.27181
H -0.72074 0.16508 1.65638
H -1.70798 -1.48983 0.16759
H -0.34011 -1.37670 -0.94892
H 0.94635 -2.13945 0.77594
H 2.51255 1.44990 -0.54513
H 1.13625 0.67814 -1.50625
```

Its electronic energy is -362.9413 Ha. For the energy above the lowest of the compared OMol25 structures with the same formula, charge and spin, the calculation gives 378.8 kJ/mol. The value obtained for the HOMO energy is -9.725 eV. The net charge is 0. The calculation puts the strongest force on any atom at 0.38 eV/Å. The value obtained for the orbital gap is 10.7 eV. As for the SMILES: C[C@@H](CO)N1CO1.



This record from OMol25 describes a single C3H5NS molecule in a non-equilibrium geometry. The level of theory is wB97M-V/def2-TZVPD.

The geometry in XYZ format:
```
10
Properties=species:S:1:pos:R:3
C -0.15893 -0.82375 -0.51049
C 0.33100 -0.33886 0.72606
C 0.42296 0.89368 1.03827
H -1.10833 -0.44451 -1.97497
H -1.52230 0.68867 -0.66463
H 0.86018 -0.97727 1.33019
H 1.06678 1.18920 2.04965
H 0.11283 1.64684 0.33323
N -1.01852 -0.06851 -1.15397
S 1.01431 -1.76550 -1.17334
```

Its electronic energy is -570.1705 Ha. For the energy above the lowest of the compared OMol25 structures with the same formula, charge and spin, the calculation gives 168.2 kJ/mol. The value obtained for the HOMO energy is -8.326 eV. The net charge is 0. The calculation puts the strongest force on any atom at 6.73 eV/Å. The value obtained for the orbital gap is 8.4 eV. As for the SMILES: C=CC(N)=S.



This record from OMol25 describes a molecular structure, C23H51FN6O8SSi in a non-equilibrium geometry. The level of theory is wB97M-V/def2-TZVPD.

The geometry in XYZ format:
```
91
Properties=species:S:1:pos:R:3
C -4.26979 -1.28816 2.19370
C -3.67474 0.15866 2.31800
C -2.15766 0.14787 1.97169
F -1.53676 1.21724 2.70410
Si -1.77893 0.42508 0.11916
C -0.58588 -0.91411 -0.56742
O -1.14334 -2.17436 -0.13880
C -1.07515 -3.17786 -1.13884
O -2.32885 -3.55367 -1.69023
C -3.21165 -2.45214 -1.85643
C -4.50574 -2.86520 -2.64562
O -4.48751 -2.41808 -4.01189
N -1.19235 2.08078 -0.25681
C -2.07005 2.63545 -0.84220
S -3.31576 3.39818 -1.49753
H -4.53191 -1.54752 1.14361
H -3.53740 -2.01488 2.61360
H -5.22347 -1.37574 2.76667
H -4.24937 0.91233 1.73031
H -3.77933 0.47343 3.38520
H -1.64855 -0.78693 2.30667
H -3.06537 0.27812 -0.60260
H 0.46729 -0.75033 -0.25373
H -0.71159 -0.85837 -1.68027
H -0.31789 -2.94271 -1.93115
H -0.68518 -4.09350 -0.62918
H -3.57694 -2.09751 -0.86142
H -2.73343 -1.59703 -2.40005
H -5.37012 -2.37969 -2.12436
H -4.69375 -3.95929 -2.55666
H -5.00647 -1.60087 -4.00258
C 3.04184 1.10724 -3.07383
O 3.46483 0.42465 -3.98959
N 1.94633 1.89134 -3.12029
C 1.51520 2.67127 -1.97915
C 1.17177 1.95341 -4.34712
H 3.54522 1.13743 -2.09258
H 0.51195 2.35320 -1.70261
H 1.50371 3.73125 -2.24644
H 2.18379 2.52482 -1.13092
H 0.81340 0.94630 -4.58710
H 1.80983 2.30915 -5.16015
H 0.32279 2.62562 -4.22729
C 2.13781 -0.89764 2.93597
O 1.28678 -1.11588 2.08383
N 2.08298 0.08405 3.85191
C 3.13302 0.28474 4.83224
C 0.93108 0.97298 3.85721
H 3.04900 -1.51413 3.01731
H 2.71160 0.18890 5.83525
H 3.55315 1.28463 4.71024
H 3.92625 -0.45152 4.70641
H 0.02927 0.38480 4.01015
H 0.86280 1.47288 2.88974
H 1.02243 1.71139 4.64442
C -0.61684 -1.34397 -5.48914
O 0.09183 -0.82949 -4.63973
N -0.20880 -1.69094 -6.72586
C -1.10352 -2.30055 -7.68965
C 1.17440 -1.44470 -7.10186
H -1.67969 -1.57176 -5.30263
H -0.71433 -3.28079 -7.97359
H -1.16589 -1.66541 -8.57618
H -2.10050 -2.42214 -7.26800
H 1.83583 -1.98268 -6.42095
H 1.38782 -0.37779 -7.01990
H 1.35267 -1.77586 -8.12322
C -1.43924 2.55633 5.70014
O -0.26748 2.50689 6.02814
N -2.48158 2.65057 6.55538
C -3.85352 2.70463 6.09207
C -2.21667 2.69914 7.98232
H -1.74843 2.52613 4.64358
H -4.31198 3.63764 6.42783
H -4.40852 1.85945 6.50635
H -3.89522 2.65902 5.00433
H -1.58733 3.56276 8.20424
H -1.68330 1.79538 8.28233
H -3.14970 2.77433 8.53778
C 5.52064 -0.00895 1.45735
O 6.20695 0.48197 2.33462
N 5.94831 -0.32019 0.21412
C 5.06560 -0.90516 -0.77809
C 7.33256 -0.06109 -0.13779
H 4.45515 -0.24617 1.61685
H 5.46254 -1.87570 -1.08352
H 5.01536 -0.24478 -1.64483
H 4.06258 -1.04117 -0.37377
H 7.98738 -0.61705 0.53575
H 7.54175 1.00407 -0.02358
H 7.52364 -0.36310 -1.16577
```

Its electronic energy is -2624.9283 Ha. The value obtained for the HOMO energy is -8.744 eV. The net charge is 0. The calculation puts the strongest force on any atom at 2.78 eV/Å. The value obtained for the orbital gap is 9.1 eV.



This record from OMol25 describes a molecular structure, C10H12F12Na2O18S4 in a non-equilibrium geometry. The level of theory is wB97M-V/def2-TZVPD.

The geometry in XYZ format:
```
58
Properties=species:S:1:pos:R:3
Na 0.39642 -0.36251 -0.18258
Na 3.14608 -0.91126 -1.02489
C 2.08888 3.83731 0.36784
F 2.76516 4.81078 1.01432
F 1.05845 3.48418 1.13829
F 1.68834 4.35472 -0.79686
S 3.17079 2.31597 0.10689
O 3.92197 2.15404 1.33424
O 2.18406 1.24479 -0.14210
O 3.96603 2.58351 -1.06706
C 0.91298 1.85421 -3.89064
F 1.20605 2.54063 -4.99923
F 1.24254 2.64740 -2.89082
F -0.38845 1.60467 -3.86013
S 1.91152 0.23660 -3.82900
O 1.57407 -0.53893 -5.00903
O 3.31828 0.60993 -3.76865
O 1.47380 -0.44651 -2.59644
C -1.00664 1.98796 3.77319
F -0.33657 3.10041 3.52208
F -1.45645 2.02609 5.05809
F -2.15481 1.95600 3.04271
S -0.01153 0.45379 3.36805
O 0.00625 0.51903 1.91088
O 1.27872 0.71738 3.99717
O -0.82519 -0.62299 3.87820
C 3.77477 -3.86202 1.05998
F 4.76128 -3.26164 0.40093
F 3.11387 -4.65153 0.21183
F 4.26323 -4.63565 2.01328
S 2.62593 -2.54836 1.79666
O 1.85391 -3.12403 2.87677
O 3.50874 -1.46357 2.19561
O 1.77753 -2.08353 0.67997
C -1.65094 3.20435 0.05527
O -2.74059 2.55178 -0.60005
C -2.50977 1.32950 -1.05881
O -1.47580 0.72570 -1.04981
O -3.65319 0.89788 -1.58259
C -3.67128 -0.21471 -2.44121
H -0.89583 3.35281 -0.72103
H -1.18703 2.55423 0.79732
H -1.95045 4.12421 0.54319
H -2.89155 -0.09103 -3.20577
H -4.61337 -0.17100 -2.98334
H -3.46315 -1.18099 -1.97966
C -0.66007 -4.34275 -0.54561
O -1.85131 -3.56725 -0.55358
C -2.10562 -2.69574 0.40831
O -1.26475 -2.13376 1.02826
O -3.41264 -2.47828 0.43004
C -3.86267 -1.37174 1.21615
H 0.17341 -3.73801 -0.89647
H -0.82976 -5.12785 -1.28271
H -0.48350 -4.82717 0.41173
H -3.32378 -0.49681 0.85245
H -3.54137 -1.42361 2.26179
H -4.94500 -1.40665 1.20659
```

Its electronic energy is -4858.6880 Ha. The value obtained for the HOMO energy is -3.942 eV. The net charge is -2. The calculation puts the strongest force on any atom at 3.47 eV/Å. The value obtained for the orbital gap is 7.3 eV.